1.
{
  "formula": "C13H33O16S4V",
  "method": "ωB97M-V/def2-TZVPD",
  "lumo_energy_ev": [-7.56, -6.90],
  "charge": 1,
  "spin_multiplicity": 2,
  "e_homo_ev": [-13.28, -13.28],
  "gap_ev": [5.72, 6.38],
  "symbols": ["O", "V", "O", "C", "O", "O", "H", "O", "S", "O", "O", "C", "C", "C", "H", "H", "H", "H", "H", "H", "H", "H", "O", "S", "O", "O", "C", "C", "C", "H", "H", "H", "H", "H", "H", "H", "H", "O", "S", "O", "O", "C", "C", "C", "H", "H", "H", "H", "H", "H", "H", "H", "O", "S", "O", "O", "C", "C", "C", "H", "H", "H", "H", "H", "H", "H", "H"],
  "xyz": [[1.94070, -3.87770, 1.36564], [2.77811, -2.57402, 1.45937], [0.27806, -0.23124, -0.58315], [1.13525, -0.92882, 0.08419], [1.82678, -1.86007, -0.41659], [1.41877, -0.72727, 1.30532], [-0.26242, 0.34686, 0.02024], [-0.19117, 0.30951, -6.46468], [0.12973, 0.08266, -5.08160], [-0.46861, -0.95973, -4.28074], [1.73154, -0.07107, -4.96697], [2.30719, -0.33210, -3.70272], [3.76307, 0.10139, -3.69993], [-0.10944, 1.65632, -4.22927], [2.20314, -1.36412, -3.36178], [1.80367, 0.25775, -2.92596], [4.25956, -0.21827, -4.62117], [4.32117, -0.45680, -2.94618], [3.90438, 1.17538, -3.61809], [-1.06550, 2.00679, -4.62191], [0.63643, 2.34542, -4.61583], [-0.17247, 1.53343, -3.15429], [4.83335, 2.67367, 4.94125], [4.17785, 1.44358, 4.59997], [4.96202, 0.28104, 4.27897], [3.10407, 1.04486, 5.74622], [3.13070, 1.83583, 6.95251], [2.11288, 1.28336, 7.93099], [3.02415, 1.68843, 3.26990], [2.96919, 2.87967, 6.69163], [4.09321, 1.69591, 7.45064], [1.09071, 1.40163, 7.56399], [2.19863, 1.73696, 8.91584], [2.23864, 0.20979, 8.08638], [2.25521, 2.40467, 3.56233], [2.54109, 0.73904, 3.07174], [3.49838, 2.12915, 2.39536], [-1.17405, 1.78381, 0.28528], [-2.04859, 2.08063, 1.40650], [-1.65400, 2.94569, 2.47408], [-3.47216, 2.65893, 0.88511], [-4.05149, 2.06907, -0.28998], [-4.69361, 3.10290, -1.18533], [-2.55368, 0.50945, 2.07655], [-4.81684, 1.34129, -0.00579], [-3.25855, 1.53958, -0.82515], [-5.01851, 2.61901, -2.10744], [-3.99974, 3.91023, -1.41555], [-5.60447, 3.52065, -0.75668], [-2.72979, -0.22945, 1.29819], [-3.31121, 0.69179, 2.82864], [-1.61080, 0.16301, 2.51725], [-0.66109, -5.19105, -0.49219], [-1.19091, -4.74594, -1.76350], [-1.65587, -5.70055, -2.71927], [-2.35842, -3.68950, -1.41836], [-3.12801, -3.09086, -2.47017], [-3.31391, -1.61442, -2.10744], [-0.00940, -3.56075, -2.50261], [-4.05737, -3.62123, -2.67455], [-2.51793, -3.15949, -3.37822], [-4.06858, -1.22050, -2.78951], [-2.38026, -1.07218, -2.25118], [-3.63381, -1.54222, -1.06840], [-0.06300, -2.62924, -1.95787], [-0.31692, -3.47080, -3.54113], [0.95498, -4.05970, -2.45289]]
}

2.
{
  "formula": "C13H33O9V",
  "method": "ωB97M-V/def2-TZVPD",
  "lumo_energy_ev": -0.57,
  "e_homo_ev": -8.74,
  "gap_ev": 8.17,
  "symbols": ["O", "V", "O", "O", "C", "O", "O", "H", "C", "C", "C", "O", "H", "H", "H", "H", "H", "H", "H", "H", "C", "C", "C", "O", "H", "H", "H", "H", "H", "H", "H", "H", "C", "C", "C", "O", "H", "H", "H", "H", "H", "H", "H", "H", "C", "C", "C", "O", "H", "H", "H", "H", "H", "H", "H", "H"],
  "xyz": [[-9.56426, 1.61536, -33.37735], [-9.19813, 0.47846, -32.33319], [-10.30816, -0.64187, -32.24135], [-5.29833, 2.22953, -33.02071], [-5.96130, 1.79706, -32.01079], [-5.41762, 1.89684, -30.89912], [-7.06699, 1.23319, -32.16608], [-4.70088, 2.58327, -32.35775], [-10.03964, -1.23463, -29.10082], [-8.66879, -1.73118, -29.58116], [-8.64729, -3.18488, -30.11570], [-8.12499, -0.82114, -30.52865], [-10.41268, -1.81715, -28.25843], [-10.80912, -1.28806, -29.87098], [-9.99539, -0.19448, -28.77793], [-7.98814, -1.74173, -28.72986], [-9.20051, -3.87678, -29.48062], [-7.61278, -3.52824, -30.11397], [-9.01598, -3.19428, -31.14141], [-7.17388, -0.90915, -30.43249], [-9.11539, -1.13870, -35.64013], [-7.73820, -1.24079, -34.99742], [-6.67164, -0.18135, -35.40438], [-8.04298, -0.97850, -33.67012], [-9.46818, -0.11926, -35.48402], [-9.83909, -1.81247, -35.18141], [-9.16756, -1.29311, -36.71787], [-7.36725, -2.26250, -35.07867], [-5.90766, -0.19151, -34.62700], [-6.97232, 0.86296, -35.48881], [-6.17880, -0.41695, -36.34762], [-7.42296, -1.51697, -33.17292], [-13.01564, -2.15553, -31.04399], [-13.73106, -3.28218, -30.31129], [-12.81338, -4.04830, -29.29430], [-14.89660, -2.75376, -29.63645], [-12.14088, -2.53634, -31.57112], [-12.82053, -1.26284, -30.44973], [-13.67039, -1.78793, -31.83409], [-14.09715, -3.99743, -31.04785], [-12.15963, -4.78711, -29.75786], [-13.45778, -4.64682, -28.65039], [-12.24297, -3.32157, -28.71585], [-15.39956, -2.33076, -30.33624], [-10.67509, 3.96089, -30.74823], [-11.04642, 2.55060, -30.32905], [-12.18989, 2.00903, -31.12049], [-9.95620, 1.71567, -30.54433], [-9.70592, 4.28727, -30.37105], [-11.37452, 4.73102, -30.42294], [-10.59306, 4.05530, -31.83102], [-11.28739, 2.52307, -29.26638], [-12.00306, 2.15693, -32.18413], [-13.09240, 2.59922, -30.96153], [-12.44950, 0.99309, -30.82289], [-9.24298, 1.94036, -29.94232]]
}

3.
{
  "formula": "C13H34FNO5Pd",
  "method": "ωB97M-V/def2-TZVPD",
  "lumo_energy_ev": [-0.26, -1.62],
  "spin_multiplicity": 3,
  "e_homo_ev": [-9.23, -8.97],
  "gap_ev": [8.97, 7.34],
  "symbols": ["Pd", "C", "C", "C", "C", "C", "C", "N", "O", "C", "C", "C", "H", "H", "H", "H", "H", "H", "H", "H", "H", "H", "H", "H", "H", "H", "H", "H", "H", "H", "F", "C", "O", "H", "H", "H", "H", "C", "O", "H", "H", "H", "H", "C", "O", "H", "H", "H", "H", "C", "O", "H", "H", "H", "H"],
  "xyz": [[1.90121, 0.36352, -1.07989], [0.03018, 3.99095, -1.69217], [-0.87873, 3.43255, -0.60630], [-2.35839, 3.31499, -1.16072], [-3.45000, 2.56045, -0.36805], [-2.87587, 1.14476, -0.03152], [-1.43416, 1.22702, 0.62391], [-0.45901, 2.09555, -0.16368], [0.96418, 2.00057, 0.23270], [-0.96029, -0.20512, 0.54793], [-1.60588, 1.62400, 2.09843], [-0.90862, 4.53335, 0.51475], [0.96653, 4.37991, -1.29208], [-0.50745, 4.81185, -2.16670], [0.25284, 3.21761, -2.42733], [-2.28082, 2.75934, -2.09525], [-2.73600, 4.32497, -1.32029], [-4.33586, 2.42302, -0.98810], [-3.69390, 3.05445, 0.57247], [-2.96704, 0.43010, -0.84948], [-3.60902, 0.80085, 0.69809], [-1.63709, -0.87820, 1.07424], [0.05995, -0.35305, 0.90195], [-0.95525, -0.50687, -0.49946], [-2.05314, 2.59540, 2.30924], [-0.61848, 1.66792, 2.55799], [-2.16212, 0.88313, 2.67273], [-1.70666, 4.48848, 1.25585], [-1.07823, 5.50935, 0.06006], [0.03605, 4.54941, 1.05830], [1.75261, -1.72539, -0.51337], [3.24777, -0.01972, 1.72170], [3.57002, 0.50586, 0.47378], [2.51900, -0.82637, 1.64218], [4.10334, -0.49787, 2.19865], [2.82412, 0.72384, 2.39678], [4.47152, 0.80934, 0.60341], [-0.57569, -3.35058, -2.50254], [0.89129, -3.42218, -2.43959], [-1.02405, -2.39689, -2.22407], [-0.80877, -3.47410, -3.56014], [-1.04132, -4.10585, -1.86941], [1.16310, -2.80988, -1.75198], [-0.25821, -4.52159, 0.88012], [-0.14859, -3.14093, 1.33740], [-0.07670, -5.21407, 1.70208], [-1.26590, -4.61104, 0.47433], [0.54274, -4.69669, 0.16183], [0.40947, -2.58735, 0.78629], [3.65621, -4.39843, -0.11952], [3.03741, -3.68836, 0.94093], [4.14212, -3.72755, -0.82798], [4.49546, -5.00307, 0.22422], [2.94141, -5.01957, -0.65929], [2.49259, -3.04166, 0.48644]]
}

4.
{
  "formula": "C13H35IO14SSi",
  "method": "ωB97M-V/def2-TZVPD",
  "lumo_energy_ev": -1.56,
  "e_homo_ev": -9.43,
  "gap_ev": 7.87,
  "symbols": ["C", "C", "Si", "O", "C", "O", "C", "C", "C", "C", "C", "C", "C", "I", "C", "C", "S", "C", "O", "O", "H", "H", "H", "H", "H", "H", "H", "H", "H", "H", "H", "H", "H", "H", "H", "O", "H", "H", "O", "H", "H", "O", "H", "H", "O", "H", "H", "O", "H", "H", "O", "H", "H", "O", "H", "H", "O", "H", "H", "O", "H", "H", "O", "H", "H"],
  "xyz": [[2.06983, -0.72258, 3.63857], [1.09659, -1.08490, 2.65996], [-0.35559, -1.62548, 1.46155], [0.37306, -1.98484, -0.09667], [-0.56106, -1.72361, -1.21797], [-1.73987, -2.36796, -1.32159], [-0.01679, -0.61400, -2.34478], [1.61244, -0.73666, -2.70105], [2.28313, 0.33024, -3.75797], [1.28340, 1.46754, -4.40948], [-0.33913, 1.57721, -4.10720], [-1.00506, 0.50325, -3.04071], [-1.11022, -3.30929, 2.10686], [0.43658, -4.86003, 1.72685], [-1.48626, -3.26214, 3.71952], [-2.00550, -4.79000, 4.10781], [-1.76964, 0.00600, 1.46156], [-1.41774, 1.36596, 0.22274], [-3.26622, -0.44114, 1.33664], [-1.66259, 0.67728, 2.88644], [2.76501, -0.41632, 4.55076], [2.25795, -1.59500, -2.18262], [3.43939, 0.23788, -3.96131], [1.77570, 2.24728, -5.13911], [-1.02529, 2.40590, -4.60074], [-2.16063, 0.48731, -2.74628], [-2.05327, -3.54482, 1.44531], [-0.51306, -2.96837, 4.30771], [-2.32096, -2.45404, 3.87217], [-1.04635, -5.41033, 4.45453], [-2.44397, -5.28072, 3.13131], [-2.79513, -4.68541, 4.96768], [-2.23978, 1.31018, -0.64077], [-1.54194, 2.46257, 0.67775], [-0.36690, 1.22736, -0.27870], [4.23739, 1.18863, -1.35294], [4.21441, 1.20845, -0.38444], [3.58669, 0.51040, -1.58866], [-0.15091, -4.97179, -1.65202], [-0.86222, -4.32779, -1.51707], [-0.39435, -5.71320, -1.07753], [6.23902, 1.97198, 0.41162], [5.98713, 2.66618, 1.03894], [5.90210, 2.29159, -0.43886], [4.48170, 2.58085, 2.49338], [3.89494, 2.95024, 3.17026], [5.07007, 1.99218, 2.98964], [-4.14381, -3.60341, -2.52741], [-3.57476, -3.17061, -1.87337], [-3.61989, -3.58472, -3.34236], [-2.47660, -0.70689, -5.65008], [-3.16437, -0.73855, -4.96826], [-1.66080, -0.91266, -5.16933], [-4.75514, -2.97806, 1.38576], [-4.72664, -2.01434, 1.28909], [-5.36358, -3.26532, 0.68844], [-1.48743, 4.61430, 1.17752], [-2.17520, 4.58264, 1.85934], [-0.67163, 4.40852, 1.65827], [0.94893, 5.74352, 0.84032], [0.97743, 6.70724, 0.74366], [0.34049, 5.45625, 0.14300], [2.70131, 8.07819, 0.54175], [3.27037, 8.51099, 1.19579], [3.22524, 8.09688, -0.27320]]
}